Here is a 17-piece molecular cluster, H32O20P overall at a distorted geometry from OMol25. Energies are from ωB97M-V/def2-TZVPD.

The geometry in XYZ format:
```
53
Properties=species:S:1:pos:R:3:forces:R:3
O 2.0449 -1.7192 -2.3180 0.0 0.2 -0.8
O -1.7544 0.9392 3.3239 0.1 0.0 1.4
H 1.3882 0.3749 2.0008 0.2 -0.3 -0.5
O 1.0867 -0.6411 0.8207 -2.7 1.5 -2.9
O -0.5567 -0.7516 -1.1967 1.3 0.9 2.0
O 1.5255 -2.0931 2.9987 0.1 -1.2 0.8
H -2.0718 1.8053 3.0685 0.0 0.4 -0.4
H 1.2540 -1.6977 2.1703 0.0 0.6 -0.6
H 0.3650 -2.5236 0.4212 0.0 0.3 0.1
H -0.5641 -2.0593 -2.4761 -0.1 -0.1 -0.1
H 3.7151 -2.0540 0.7452 0.0 -0.2 0.1
P -0.0346 0.1329 -0.0118 2.4 -0.3 0.7
H -1.3669 -0.2481 -2.3989 -0.1 0.2 0.0
O 0.3735 1.5326 -0.5406 -0.9 -3.0 1.0
H 1.1279 3.9869 0.2679 0.2 0.1 -0.4
O -0.3664 3.7689 -1.8703 0.0 0.9 -0.4
O 0.4999 -3.4707 0.3892 0.1 -0.7 -0.5
H -0.6132 -3.5567 -2.2587 0.0 -0.1 0.3
H 2.8132 2.0911 -2.3132 -0.2 -0.1 -0.2
H 0.8469 -3.6930 1.2531 0.0 0.0 0.3
H -2.8803 0.2042 1.0972 -0.3 -0.1 -0.1
H -0.8374 3.2155 0.7670 0.4 0.4 0.2
H 1.2476 -1.4900 -1.8406 -0.2 -0.3 0.1
O 2.7502 2.3264 -1.3875 1.1 0.5 -0.1
H 0.9163 2.5445 0.6759 0.3 -0.3 -0.2
O 0.6755 1.2872 -3.1766 0.2 0.3 -1.2
O 3.5371 -1.4210 0.0497 1.2 -0.3 -0.4
H -0.0872 2.9294 -1.5049 0.0 -0.2 0.4
H -1.8353 -1.6580 -0.8505 -0.1 0.0 -0.2
O -0.6240 -2.8909 -2.9463 -0.1 -0.4 -0.7
O -2.4091 -2.2890 -0.4159 -1.2 -0.6 -0.1
H -1.9867 -2.4571 0.4264 0.1 -0.3 0.5
H 2.7323 -1.7174 -1.6519 0.5 0.0 0.4
H -1.2619 3.6140 -2.1709 -0.2 0.0 0.1
O -1.4204 -2.0632 2.2776 -0.4 -0.7 0.2
H -0.6495 -2.0961 2.8440 0.4 -0.1 0.3
H 1.9023 1.9803 -1.1091 -0.1 -0.2 0.2
O -1.6509 2.7733 1.0097 -0.9 0.8 0.3
O -1.3018 0.2392 0.9170 1.8 -0.7 -1.9
O 1.1169 3.4101 1.0317 0.1 1.2 1.0
H -3.9881 -0.3408 0.2211 0.1 -0.3 -0.2
O -1.8486 0.0647 -3.1647 -1.3 0.2 -1.0
O 1.4973 0.8991 2.7943 0.4 0.6 1.3
H -1.5003 0.5240 2.4997 -0.1 0.1 0.1
H -1.3769 -1.2016 1.8629 -0.1 0.2 0.0
H -1.5033 1.8560 0.7798 -0.4 0.2 -0.2
H 0.4136 1.4436 -2.2693 0.1 -0.1 0.3
H 2.6212 -1.1743 0.1783 -0.7 0.5 0.5
H 0.6207 1.2341 2.9830 -0.4 0.2 0.3
H -1.4359 0.9003 -3.3830 0.3 0.1 -0.2
O -3.8321 0.1992 0.9959 -1.2 0.3 0.2
H 1.7097 -1.3483 3.5711 0.0 0.5 0.0
H 0.9762 0.3785 -3.1863 0.2 -0.5 -0.1
```
Positions in Å, forces in eV/Å.

## Properties
gap between HOMO and LUMO (alpha / beta)	10.278 / 5.355	eV
net charge	-2
LUMO level (alpha / beta)	5.01 / 0.15	eV
E_tot	-1865.53672	Eh
highest occupied orbital energy (alpha / beta)	-5.265 / -5.201	eV
2S+1	2
max |F|	4.26	eV/Å

Atomic partial charges in e from the Mulliken method, atoms 1 to 6: -0.716 -0.764 0.202 0.862 0.291 -0.789

Here is H32O20S as an isolated structure at a distorted geometry from OMol25. Energies are from ωB97M-V/def2-TZVPD.

The geometry in XYZ format:
```
53
Properties=species:S:1:pos:R:3:forces:R:3
H -1.2896 -3.5346 -2.3204 1.2 -0.8 -0.5
H -2.1906 -2.5166 -0.0804 -0.9 -1.2 0.3
O 2.3874 2.1234 2.0616 3.1 1.4 4.7
H 1.1754 2.3504 -2.2754 0.5 -0.6 -1.1
H 2.0494 3.7144 -1.1194 0.2 0.7 -0.2
H -0.3226 2.9674 -1.9614 -1.4 1.4 -1.3
H 0.5194 -3.5666 -1.2044 0.3 0.2 0.5
H 3.4384 -1.1686 2.3326 -0.4 -0.8 1.3
S 0.1134 0.0554 -0.0044 4.8 -1.8 -0.5
H 0.8504 -2.2306 1.6696 -2.0 0.2 2.5
O 3.1744 -1.3766 -0.8674 3.5 -0.9 -1.2
H -0.1106 2.7224 0.7966 -1.5 1.7 1.8
H 3.0144 2.7104 1.6716 0.6 0.5 -0.4
H 0.1824 -0.9576 -4.1214 -3.7 1.8 -2.9
H -1.8516 0.7654 0.6466 -2.5 0.8 1.1
H -0.5156 -0.1086 2.1836 -0.8 1.4 -0.3
O 2.3394 2.8204 -1.3094 1.4 1.7 -0.7
H -3.4576 -1.1646 1.5706 -0.9 0.8 -0.3
O 0.6414 1.8994 -2.9654 4.3 8.0 -4.8
H 1.0564 -2.6496 -0.0884 -0.2 0.1 -0.5
O -1.9976 -2.9926 -2.0404 -0.3 3.3 0.1
O -2.1966 -2.0506 0.7746 -2.5 -4.1 -0.4
H -3.8506 -0.6286 2.8666 0.8 -0.2 3.7
O -4.1316 -0.5316 2.0106 -0.5 -1.3 -3.0
H 1.8664 1.8324 1.4046 -2.9 -1.8 -3.4
H 2.0044 -1.6336 2.7756 2.5 -0.8 1.4
O -0.4726 -0.0276 3.1326 -0.1 0.1 2.3
H -1.6226 -1.3986 0.4286 0.5 0.6 0.4
H -1.6786 -2.0016 -2.2644 -1.1 -2.4 0.0
O 0.9864 -1.0886 0.4236 -0.2 2.8 -0.4
O -1.4986 -0.3986 -2.9504 -7.3 1.4 -2.8
H -2.2906 0.2344 -2.6014 2.6 -2.3 -1.5
H -0.3036 3.5214 -0.7874 2.8 -0.8 8.1
H 0.2484 1.2654 -2.5864 -4.5 -7.7 4.2
O -0.3696 3.6304 1.2096 0.1 -0.5 0.0
H -0.8546 -0.2306 -2.2754 -0.2 0.1 0.2
H 2.3914 -1.1526 -0.4224 -1.7 0.4 1.4
O 0.4454 -2.2616 2.6076 1.6 -1.7 -1.3
O -1.1506 -0.2136 0.6246 4.0 1.1 -0.1
H -1.2996 3.7084 1.5476 1.4 -1.1 -1.0
O -2.6326 1.2524 0.9806 -4.7 4.0 1.9
H 3.7774 -1.8246 -0.2384 -0.9 0.4 -0.5
H -0.5706 0.8294 3.5616 0.0 0.0 -1.1
O -0.7056 3.7744 -1.4994 -2.2 0.2 -7.3
O 0.8524 -1.3896 -3.7204 3.2 -2.9 0.4
H 1.7914 2.3774 -0.7014 -0.9 -1.9 1.8
O -0.0566 -0.0746 -1.4454 4.0 1.3 3.5
H 0.8424 -0.8606 -2.9564 1.0 0.6 2.2
H -3.3866 0.8554 1.5976 2.9 0.3 -2.4
O 3.0334 -1.7386 3.0456 -1.6 1.5 -2.2
O 0.7154 1.3824 0.3486 -1.5 -1.8 -1.0
O 0.9264 -3.5726 -0.3244 -0.2 -1.2 -0.5
H -0.0146 -1.4496 2.8576 0.3 -0.4 -0.1
```
Positions in Å, forces in eV/Å.

## Properties
gap between HOMO and LUMO	8.982	eV
net charge	-2
LUMO level	4.98	eV
E_tot	-1922.05925	Eh
highest occupied orbital energy	-4.003	eV
2S+1	1
max |F|	10.29	eV/Å

Atomic partial charges in e from the Mulliken method, atoms 1 to 6: 0.257 0.324 -0.642 0.243 0.401 0.392

Here is H33O17 as an isolated structure at a distorted geometry from OMol25. Energies are from ωB97M-V/def2-TZVPD.

The geometry in XYZ format:
```
50
Properties=species:S:1:pos:R:3:forces:R:3
H -1.1780 2.8653 1.1276 -4.6 -0.1 0.0
H -0.8495 -3.2883 -2.6835 0.1 0.4 1.1
H 0.1638 -1.6001 1.3758 -0.7 0.3 -0.2
O 4.7744 -0.5485 -0.3264 -1.7 0.2 0.7
H -0.6138 0.8475 3.5489 1.4 -0.3 1.0
H -1.0675 0.4987 -4.6154 -4.2 -6.1 16.4
H 4.1488 -1.0759 0.2751 2.2 0.3 -1.3
H -2.4163 1.8462 -1.6826 0.4 -2.5 -0.7
O 4.6377 2.3409 3.1310 -1.8 -1.8 -3.4
H 0.1860 1.6371 -3.2052 -0.9 0.2 -0.3
H -1.9138 0.3854 -1.3681 0.1 0.8 -1.7
O -2.2824 0.9137 -2.0850 -0.3 2.9 0.0
O 2.5812 -2.6686 0.8793 0.1 -0.3 -0.3
O -2.2530 2.7904 1.3797 4.7 1.8 0.7
H -0.7394 1.0014 1.6906 0.5 0.2 0.0
H -1.9625 -0.0472 -0.3316 -0.1 -3.7 1.9
H -2.8871 -4.2689 -0.8553 0.3 -0.4 -0.1
H 1.0554 -0.4715 0.8575 -0.7 0.3 0.0
O 1.3722 -1.4885 -1.3676 1.1 1.0 0.2
O 2.3869 4.1425 -1.8468 -0.4 2.2 2.5
H -1.3171 -1.3262 5.7241 -0.9 0.0 1.4
H 0.6640 0.7581 -2.0410 -0.6 0.5 0.0
H -5.0848 0.9218 1.2738 -1.8 -1.2 0.5
H -2.2396 -1.1685 0.6379 0.2 -0.3 -1.2
O -4.3081 1.3739 1.0545 2.3 0.0 0.1
H 1.6668 -2.3152 0.8402 0.9 -0.1 0.1
H -0.6900 -1.1714 4.4764 1.4 -1.5 1.7
H 5.0768 2.8969 2.4389 -0.5 -0.7 0.9
H 5.6771 -0.8458 -0.4994 -0.8 -0.7 0.7
O -2.0976 -1.1033 -0.3429 0.2 3.4 2.0
O -3.0070 -3.3678 -1.1623 -4.1 0.1 1.1
O -0.8524 0.7351 -5.3317 5.6 4.3 -15.2
O -0.5868 1.2551 0.5005 -3.1 -4.5 -0.2
O -1.1191 1.0047 2.7861 -1.8 -0.2 -0.3
H -3.5632 0.8712 1.4853 -1.0 1.1 -0.6
H 2.7286 -2.7218 1.8275 0.0 0.1 0.1
H -1.5103 1.3596 -5.4974 -1.5 1.8 -1.1
H 0.3980 -4.3244 -2.1605 -2.4 1.9 -1.8
O -0.2579 -4.0029 -2.8950 2.3 -2.3 0.7
H 0.0868 1.8025 0.3638 4.5 3.4 -1.0
O -0.4971 -1.6468 5.3790 -0.5 1.6 -3.3
H 1.9197 3.3828 -1.5193 -0.3 -1.2 -0.4
H -1.9146 2.3976 2.2386 -1.3 0.0 -0.4
H 1.4968 -0.7479 -1.9744 -0.7 -0.3 -0.8
O 0.8057 -0.9484 1.6607 0.5 -0.3 0.5
O 0.9535 1.2339 -2.8313 1.3 -0.5 0.7
H 2.1943 4.7432 -1.0370 0.7 -1.0 -2.2
H 4.0366 1.6869 2.5075 2.3 2.5 2.5
H 2.2248 -1.3322 -0.9257 -0.1 -0.9 0.3
H -4.0269 -3.2123 -0.8748 3.7 -0.2 -1.1
```
Positions in Å, forces in eV/Å.

## Properties
gap between HOMO and LUMO	7.980	eV
net charge	-1
LUMO level	2.25	eV
E_tot	-1298.68786	Eh
highest occupied orbital energy	-5.725	eV
2S+1	1
max |F|	18.00	eV/Å

Atomic partial charges in e from the Mulliken method, atoms 1 to 6: 0.267 0.307 0.332 -0.667 0.130 0.205

Here is a 17-piece molecular cluster, H34O17 overall at a distorted geometry from OMol25. Energies are from ωB97M-V/def2-TZVPD.

The geometry in XYZ format:
```
51
Properties=species:S:1:pos:R:3:forces:R:3
H 27.4990 15.1530 -6.0940 0.1 0.4 -1.0
O 30.6370 12.4460 -2.7440 -0.4 0.1 -0.7
H 34.4510 11.2280 -1.8210 0.0 -0.5 -0.4
H 29.4750 15.7680 -0.8330 0.8 -0.3 -0.4
O 34.0440 12.1930 -4.2510 0.1 0.3 -0.6
H 28.0190 14.3440 -4.9290 -0.6 -0.1 0.0
H 29.7480 16.4100 -4.8190 -0.3 0.0 0.5
O 27.4030 11.9710 -2.3410 0.5 -2.2 0.3
O 33.4950 11.2860 -1.7080 1.1 -0.1 -0.6
O 31.5100 9.9540 -0.6660 -1.3 -2.4 0.1
O 27.2430 14.8540 -5.2370 0.1 -0.2 0.9
H 32.1420 10.4850 -1.0720 1.8 1.1 -1.5
H 30.4400 15.8690 -2.0210 -0.4 0.2 -0.9
H 29.9880 10.1430 -4.4860 0.3 0.0 -0.3
H 28.0780 11.3280 -2.0160 -1.3 0.0 -0.3
H 31.2640 13.1150 -2.5020 0.7 0.6 0.6
H 33.4460 11.7330 -0.8770 -0.5 1.0 0.9
O 29.2890 12.9350 -4.8950 0.6 1.3 -1.9
H 28.6630 14.9140 -2.8960 1.1 1.1 -1.9
H 30.4450 15.1810 -4.4170 0.7 -1.2 -0.5
H 29.9130 10.0430 -1.3460 1.0 0.3 0.2
H 33.4170 14.2800 -2.9310 -0.3 0.1 0.1
H 29.1110 8.8250 -1.6140 -0.1 -2.1 0.2
H 33.1480 13.1310 0.7150 -0.8 -0.1 -0.3
O 32.4220 13.2790 0.0670 1.4 0.0 1.0
O 28.1060 14.5880 -2.2360 -1.5 -0.5 2.2
O 31.8060 14.2150 -5.4860 0.7 -1.3 0.6
H 29.5800 13.0710 -5.8320 -0.2 -0.1 1.3
H 29.0110 12.0190 -4.8700 -0.7 -1.4 0.5
H 27.3550 15.1910 -2.1510 0.2 -0.3 -0.3
O 31.7840 10.3600 -4.0650 0.5 -0.7 -0.6
O 29.3050 12.8110 0.0700 -0.6 0.5 -1.1
O 29.8790 15.8410 -4.0430 -0.1 1.1 -0.1
H 32.1690 14.2680 -4.5680 -0.3 0.3 -0.7
H 32.5520 15.5530 -2.8390 -0.1 -0.4 0.1
H 34.5690 12.8990 -3.8740 0.3 0.0 0.0
O 29.0330 10.2630 -4.4100 0.3 0.4 -2.3
H 29.9330 12.4690 0.6760 0.9 -0.3 0.9
H 29.8240 13.0760 -0.7110 -0.3 -0.1 0.3
H 32.4630 14.2440 0.0130 -0.7 0.1 -0.4
H 31.9660 9.5560 -3.5610 -0.1 0.3 0.1
H 28.8910 9.9530 -3.5420 -0.8 -0.3 2.0
O 29.0730 9.7490 -1.6780 -1.2 1.3 -0.6
H 31.2650 10.4350 0.0870 -0.7 0.9 1.9
O 32.4960 14.5820 -2.8840 0.8 0.6 0.1
O 30.4250 15.7700 -1.0790 -0.2 0.1 1.4
H 32.0090 13.2570 -5.6280 -0.3 1.0 -0.3
H 33.4470 11.8830 -3.5650 -0.2 -0.2 0.1
H 30.2350 12.8460 -3.5730 0.0 -0.8 0.6
H 27.9350 12.7340 -2.2360 0.2 1.9 0.0
H 31.5090 11.0620 -3.4600 -0.4 0.2 0.6
```
Positions in Å, forces in eV/Å.

## Properties
gap between HOMO and LUMO	8.245	eV
net charge	0
LUMO level	-0.84	eV
E_tot	-1299.46823	Eh
highest occupied orbital energy	-9.081	eV
2S+1	1
max |F|	2.75	eV/Å

Atomic partial charges in e from the Mulliken method, atoms 1 to 6: 0.304 1.523 0.313 0.351 -0.614 0.299